[1]
Computed, not measured: a molecular structure, C24H15BrIN3O8RhS2, with ωB97M-V/def2-TZVPD.

Computed properties:
* charge: +1
* orbital gap (alpha / beta): 0.257 / 0.257 hartree
* molar mass: 847.25 g/mol
* DFT total energy: -5468.11854 Ha
* energy relative to the best compared isomer or geometry (same formula, charge and spin): 110.8 kJ/mol

CARTESIAN COORDINATES (ANGSTROEM)
1 Rh -0.525 -0.780 0.123
2 O 1.518 2.676 -6.155
3 N 2.047 2.167 -5.196
4 O 3.239 2.159 -4.966
5 C 1.172 1.448 -4.244
6 C 0.017 0.969 -4.740
7 C -0.877 0.220 -3.911
8 C -2.082 -0.351 -4.360
9 C -2.853 -1.064 -3.480
10 C -2.443 -1.194 -2.151
11 N -1.322 -0.645 -1.717
12 C -0.533 0.035 -2.581
13 C 0.692 0.545 -2.071
14 N 0.939 0.287 -0.770
15 C 2.048 0.730 -0.207
16 C 2.974 1.476 -0.935
17 C 2.750 1.745 -2.260
18 C 1.576 1.260 -2.878
19 H -0.225 1.146 -5.779
20 H -2.382 -0.234 -5.394
21 H -3.777 -1.530 -3.790
22 H -3.025 -1.741 -1.420
23 H 2.197 0.469 0.836
24 H 3.870 1.827 -0.444
25 H 3.470 2.311 -2.832
26 O -2.355 -4.251 0.316
27 S -1.480 -3.265 0.827
28 O -0.171 -3.081 0.126
29 O -2.085 -1.877 0.840
30 C -1.161 -3.655 2.506
31 C -1.452 -4.964 2.879
32 C -1.223 -5.391 4.173
33 C -0.709 -4.512 5.106
34 C -0.422 -3.199 4.741
35 C -0.638 -2.770 3.445
36 S -0.300 -1.033 3.155
37 O 0.467 -0.530 4.253
38 O 0.446 -0.877 1.852
39 O -1.528 -0.484 2.949
40 H -1.866 -5.636 2.142
41 H -1.455 -6.411 4.447
42 H -0.529 -4.834 6.123
43 H -0.023 -2.501 5.462
44 Br -0.770 3.855 -1.527
45 C 0.091 3.802 0.153
46 C 1.118 4.712 0.369
47 C 1.785 4.730 1.586
48 C 1.433 3.858 2.602
49 C 0.398 2.953 2.424
50 C -0.272 2.911 1.205
51 I -1.811 1.505 1.073
52 H 1.386 5.408 -0.415
53 H 2.580 5.447 1.741
54 H 1.954 3.885 3.549
55 H 0.124 2.272 3.225

Atoms 1-6, force components in eV/Å:
-1.1 -0.1 0.9
0.0 0.1 0.0
0.1 -0.1 -0.1
0.0 0.0 -0.1
0.1 0.1 -0.1
-0.2 -0.1 -0.1

natural (NBO) atomic charge list, values in e, 2 entries:
1 Rh 1.0768
2 O -0.3334



[2]
Computed, not measured: a molecular structure, C18H28BiN3O8P2, with ωB97M-V/def2-TZVPD.

Computed properties:
* orbital gap (alpha / beta): 0.110 / 0.110 hartree
* molar mass: 685.36 g/mol
* DFT total energy: -2365.65216 Ha
* energy relative to the best compared isomer or geometry (same formula, charge and spin): 307.4 kJ/mol

CARTESIAN COORDINATES (ANGSTROEM)
1 C -0.858 1.167 -5.079
2 C -0.879 0.629 -3.783
3 N -0.057 1.130 -2.813
4 C 0.794 2.160 -3.092
5 C 0.867 2.702 -4.381
6 C 0.029 2.204 -5.386
7 C -1.757 -0.540 -3.417
8 P -2.048 -0.607 -1.578
9 Bi -0.035 0.218 -0.854
10 P 1.891 1.407 -0.625
11 C 1.596 2.713 -1.936
12 O -0.591 -3.475 -3.813
13 O 0.576 -3.512 -1.348
14 H -1.526 0.754 -5.839
15 H 1.564 3.521 -4.583
16 H 0.066 2.622 -6.397
17 C -3.549 0.423 -1.291
18 C -2.617 -2.316 -1.236
19 H 2.516 3.213 -2.285
20 H 0.972 3.472 -1.422
21 H -1.227 -1.500 -3.635
22 H -2.688 -0.540 -4.012
23 C 2.258 2.368 0.898
24 C 3.513 0.656 -1.073
25 H 0.678 -2.513 -1.359
26 H 0.290 -3.686 -0.433
27 H -0.235 -3.641 -2.898
28 H 0.223 -3.351 -4.332
29 H -0.818 1.512 -0.132
30 H 0.821 -1.086 -1.539
31 H -4.424 0.038 -1.844
32 H -3.767 0.431 -0.210
33 H -3.325 1.456 -1.604
34 H -3.484 -2.597 -1.858
35 H -1.772 -2.994 -1.426
36 H -2.884 -2.372 -0.167
37 H 4.329 1.400 -1.100
38 H 3.749 -0.125 -0.331
39 H 3.406 0.172 -2.058
40 H 3.130 3.034 0.779
41 H 1.360 2.949 1.161
42 H 2.449 1.646 1.710
43 O 1.381 -2.032 1.612
44 C 0.480 -1.171 2.028
45 O -0.119 -0.362 1.193
46 C 0.255 -0.891 3.472
47 C -0.547 0.214 3.831
48 C -0.741 0.577 5.171
49 C -0.128 -0.195 6.172
50 C 0.671 -1.309 5.845
51 C 0.860 -1.646 4.486
52 N 1.291 -2.077 6.879
53 O 1.137 -1.785 8.027
54 O 1.973 -3.020 6.608
55 N -1.535 1.721 5.508
56 O -2.043 2.381 4.651
57 O -1.678 2.044 6.648
58 H -1.010 0.819 3.062
59 H -0.268 0.079 7.210
60 H 1.484 -2.489 4.218

Atoms 1-6, force components in eV/Å:
0.0 -0.8 0.8
0.5 0.2 -1.5
-1.9 2.4 -1.9
0.9 0.2 -0.9
0.0 -0.5 0.2
0.3 0.5 0.1

natural (NBO) atomic charge list, values in e, 2 entries:
1 C -0.2442
2 C 0.2274



[3]
Computed, not measured: a gas-phase ion, C6H10N3S (charge +1), with ωB97M-V/def2-TZVPD.

Computed properties:
* charge: +1
* orbital gap: 0.316 hartree
* molar mass: 156.23 g/mol
* structure (SMILES): NC(N)(S)c1cccc[nH+]1
* DFT total energy: -796.80566 Ha
* energy relative to the best compared isomer or geometry (same formula, charge and spin): 74.2 kJ/mol

CARTESIAN COORDINATES (ANGSTROEM)
1 N 1.742 -0.252 1.522
2 C 1.196 0.110 0.233
3 N 1.459 1.480 -0.013
4 S 1.781 -1.025 -1.289
5 C -0.285 -0.224 0.141
6 C -1.055 -0.868 1.106
7 C -2.409 -1.014 0.790
8 C -2.856 -0.540 -0.419
9 C -2.047 -0.035 -1.307
10 N -0.817 0.276 -0.947
11 H 2.403 0.435 1.868
12 H 2.231 -1.151 1.675
13 H 0.830 2.183 0.111
14 H 2.450 1.703 0.114
15 H 2.065 -2.032 -0.606
16 H -0.658 -0.990 2.117
17 H -3.173 -1.486 1.434
18 H -3.925 -0.639 -0.820
19 H -2.388 0.024 -2.346
20 H -0.132 0.797 -1.567

Atoms 1-6, force components in eV/Å:
0.8 -0.9 0.3
0.3 -0.9 0.9
2.8 -2.6 -1.3
-0.1 3.1 -0.8
1.2 0.9 2.0
-0.6 0.6 0.0

natural (NBO) atomic charge list, values in e, 2 entries:
1 N -0.8537
2 C 0.2236



[4]
Computed, not measured: a gas-phase ion, C4H8IN2 (charge +1), with ωB97M-V/def2-TZVPD.

Computed properties:
* charge: +1
* orbital gap (alpha / beta): 0.257 / 0.222 hartree
* molar mass: 211.03 g/mol
* DFT total energy: -564.01048 Ha
* spin multiplicity: 3
* energy relative to the best compared isomer or geometry (same formula, charge and spin): 21.5 kJ/mol

CARTESIAN COORDINATES (ANGSTROEM)
1 C 0.792 -0.423 1.185
2 C 1.097 -1.439 0.165
3 C -1.344 0.618 0.454
4 C -1.227 1.781 -0.449
5 N -0.405 0.109 1.148
6 N 0.436 -1.640 -0.939
7 I 2.925 0.377 -0.135
8 H 1.232 -0.646 2.106
9 H 1.830 -2.093 0.443
10 H -2.377 0.258 0.610
11 H -2.038 1.825 -1.112
12 H -0.331 2.005 -0.807
13 H -1.318 2.673 0.262
14 H -0.038 -0.890 -1.479
15 H 0.768 -2.516 -1.452

Atoms 1-6, force components in eV/Å:
-1.6 -3.2 -2.1
-2.3 2.8 2.5
0.5 -0.3 0.5
-2.6 0.8 3.7
-1.3 0.6 -0.8
0.1 -1.6 -2.5

natural (NBO) atomic charge list, values in e, 2 entries:
1 C -0.1160
2 C 0.0862



[5]
Computed, not measured: a molecular structure, C21H15BBr2F4N4O6Ti, with ωB97M-V/def2-TZVPD.

Computed properties:
* charge: -1
* orbital gap (alpha / beta): 0.213 / 0.267 hartree
* molar mass: 713.85 g/mol
* DFT total energy: -7901.96235 Ha
* spin multiplicity: 2
* energy relative to the best compared isomer or geometry (same formula, charge and spin): 167.9 kJ/mol

CARTESIAN COORDINATES (ANGSTROEM)
1 Ti -0.285 -0.124 0.268
2 O 1.440 0.182 0.533
3 C 2.460 0.727 -0.032
4 C 3.772 0.307 0.263
5 C 4.860 0.866 -0.367
6 C 4.692 1.874 -1.308
7 C 3.422 2.332 -1.597
8 C 2.303 1.781 -0.977
9 C 0.963 2.259 -1.228
10 N -0.155 1.607 -0.948
11 C -1.192 2.405 -1.331
12 C -0.698 3.562 -1.850
13 N 0.664 3.459 -1.786
14 H 3.896 -0.471 1.002
15 H 5.855 0.511 -0.133
16 H 5.551 2.298 -1.807
17 H 3.297 3.119 -2.329
18 H -2.216 2.099 -1.205
19 H -1.189 4.427 -2.247
20 H 1.331 4.173 -2.026
21 O 2.068 -4.685 -3.307
22 C 1.579 -3.642 -2.577
23 C 1.875 -3.457 -1.214
24 C 1.348 -2.388 -0.544
25 N 0.528 -1.454 -1.107
26 C 0.283 -1.648 -2.426
27 Br -0.728 -0.343 -3.336
28 C 0.764 -2.687 -3.184
29 H 2.578 -5.258 -2.722
30 H 2.514 -4.157 -0.695
31 H 1.577 -2.241 0.506
32 H 0.531 -2.752 -4.234
33 O 0.691 -0.906 2.766
34 N -0.230 -1.708 2.538
35 O -0.794 -1.555 1.377
36 F -0.983 2.485 3.394
37 B -0.758 2.365 2.064
38 F -1.311 1.063 1.606
39 F 0.580 2.316 1.741
40 F -1.380 3.347 1.346
41 Br -2.124 -3.326 -0.647
42 C -3.377 -2.669 0.614
43 C -3.998 -3.601 1.430
44 C -4.960 -3.186 2.334
45 C -5.313 -1.849 2.403
46 C -4.687 -0.930 1.584
47 C -3.702 -1.322 0.682
48 C -3.066 -0.226 -0.154
49 O -3.708 0.791 -0.368
50 O -1.890 -0.458 -0.602
51 H -3.726 -4.643 1.354
52 H -5.432 -3.911 2.982
53 H -6.076 -1.522 3.094
54 H -4.943 0.118 1.619

Atoms 1-6, force components in eV/Å:
-0.8 2.2 0.2
3.0 0.4 0.6
1.1 0.8 -0.7
-0.4 -0.1 0.0
0.1 0.0 -0.1
0.2 0.1 -0.1

natural (NBO) atomic charge list, values in e, 2 entries:
1 Ti 1.4868
2 O -0.7129



[6]
Computed, not measured: 14 unconnected molecules or ions with the total composition C5H41N2O13S, with ωB97M-V/def2-TZVPD.

Computed properties:
* charge: +1
* orbital gap: 0.339 hartree
* molar mass: 369.45 g/mol
* DFT total energy: -1700.72075 Ha
* energy relative to the best compared isomer or geometry (same formula, charge and spin): 337.5 kJ/mol

CARTESIAN COORDINATES (ANGSTROEM)
1 C 0.477 -0.103 -0.110
2 N -0.528 0.549 0.746
3 C 0.064 0.609 2.080
4 C -0.670 1.377 3.198
5 C -2.068 0.853 3.431
6 S -3.379 1.250 2.223
7 C -0.129 -0.658 -1.383
8 N 0.804 -0.812 -2.523
9 H 1.249 0.664 -0.259
10 H 1.021 -0.874 0.412
11 H -1.392 0.011 0.695
12 H 1.076 0.909 1.861
13 H 0.111 -0.395 2.519
14 H 0.082 1.279 3.998
15 H -0.870 2.407 2.886
16 H -2.229 -0.200 3.620
17 H -2.510 1.274 4.320
18 H -3.125 2.411 1.657
19 H -0.968 -0.026 -1.655
20 H -0.523 -1.630 -1.139
21 H 1.244 0.139 -2.736
22 H 1.652 -1.317 -2.203
23 H 0.330 -1.199 -3.366
24 H 3.514 -1.338 1.748
25 H 3.527 -2.835 1.631
26 O 2.976 -2.069 1.444
27 H -2.394 -4.517 1.376
28 H -3.555 -4.470 0.246
29 O -2.587 -4.347 0.380
30 H -5.095 1.888 -1.980
31 H -5.146 2.682 -0.582
32 O -4.600 2.272 -1.242
33 H 3.282 1.427 -0.989
34 H 2.243 1.552 -2.156
35 O 2.846 0.968 -1.658
36 H -0.025 3.905 -0.371
37 H 0.074 2.659 0.580
38 O 0.576 3.474 0.321
39 H 4.993 1.032 2.106
40 H 3.780 1.266 1.289
41 O 4.275 0.561 1.744
42 H -0.846 -3.830 2.933
43 H 0.323 -2.966 2.587
44 O -0.581 -3.115 2.380
45 H 2.082 2.915 0.495
46 H 3.525 3.407 0.512
47 O 3.004 2.616 0.460
48 H -1.692 1.951 -0.298
49 H -2.595 2.830 -1.259
50 O -1.683 2.762 -0.936
51 H 2.951 -2.259 -0.361
52 H 3.351 -0.916 -1.040
53 O 2.923 -1.768 -1.221
54 H -2.592 -4.541 -2.246
55 H -2.000 -3.610 -1.308
56 O -2.378 -3.623 -2.199
57 H -0.147 2.325 -2.388
58 H 0.460 2.825 -3.644
59 O 0.641 2.300 -2.909
60 H -1.476 -2.263 -4.419
61 H -1.006 -3.122 -3.287
62 O -0.669 -2.548 -4.010

Atoms 1-6, force components in eV/Å:
0.7 1.0 0.1
-0.4 -0.3 -0.7
-1.1 -0.8 0.5
0.5 0.1 -2.0
-0.8 0.5 1.1
-0.7 -1.4 -0.6

natural (NBO) atomic charge list, values in e, 2 entries:
1 C -0.2715
2 N -0.6832



The largest force on an atom results, record by record, are as follows: 0.1304; 0.1832; 0.0981; 0.0896; 0.0666; 0.0668 Eh/bohr.